1.
{"formula": "C3H8N3", "method": "ωB97M-V/def2-TZVPD", "species": ["C", "C", "C", "N", "N", "N", "H", "H", "H", "H", "H", "H", "H", "H"], "positions_angstrom": [[-2.9000, 0.0209, -0.5139], [0.6261, -0.1334, -0.0153], [0.7575, 0.3772, 1.2843], [-1.9363, 0.2977, 0.1902], [-0.3439, -0.3131, -0.7315], [1.9286, -0.4300, -0.6789], [-2.8941, -0.6405, -1.4191], [-3.8637, 0.4155, -0.4673], [1.4887, -0.0155, 1.9440], [-0.2551, 0.5191, 1.7972], [0.8974, 1.4648, 1.2231], [1.8499, -0.1617, -1.7498], [1.9023, -1.4672, -0.5605], [2.7426, 0.0661, -0.3024]], "nbo_charge": [-0.088, 0.331, -0.760, -0.168, -0.294, -0.736, 0.222, 0.244, 0.253, 0.311, 0.276, 0.481, 0.471, 0.456], "homo_energy_ev": [-13.85, -13.84], "charge": 1, "de_lowest_kcal_mol": 119.5, "energy_ev": -7700.096, "homo_lumo_gap_ha": [0.3503, 0.3502]}

***

2.
{"formula": "C4H4", "method": "ωB97M-V/def2-TZVPD", "species": ["C", "C", "C", "C", "H", "H", "H", "H"], "positions_angstrom": [[2.5922, -0.6115, -0.0555], [2.5903, 0.5956, 0.0176], [-2.0350, -0.0253, -0.0493], [-3.2981, -0.0025, -0.0940], [3.1447, -1.6028, -0.0189], [2.3660, 1.6478, -0.0919], [-1.0126, 0.3106, -0.0903], [-4.3476, -0.3120, 0.3822]], "nbo_charge": [-0.255, -0.239, -0.238, -0.274, 0.256, 0.239, 0.242, 0.268], "homo_energy_ev": -10.40, "smiles": "C#C.C#C", "de_lowest_kcal_mol": 67.4, "energy_ev": -4207.234, "homo_lumo_gap_ha": 0.4232}

***

3.
{"formula": "C2H6ClO2PS2", "method": "ωB97M-V/def2-TZVPD", "species": ["C", "C", "O", "O", "P", "S", "S", "Cl", "H", "H", "H", "H", "H", "H"], "positions_angstrom": [[1.1222, 1.9436, -0.7245], [1.3436, -1.9818, 0.6546], [-0.1056, 1.4306, -0.0459], [0.6159, -0.9503, 0.0853], [-0.2216, 0.2417, 1.0246], [-2.2461, 0.0664, 1.1345], [-5.3665, 0.5014, -1.1946], [-4.0966, -0.7218, -0.4638], [0.6522, 2.6319, -1.6077], [1.5578, 1.1027, -1.1048], [1.7593, 2.5405, -0.0508], [2.3714, -1.7943, 0.2254], [1.0755, -3.0460, 0.3723], [1.5385, -1.9648, 1.6954]], "nbo_charge": [-0.236, -0.258, -0.852, -0.796, 1.326, -0.287, -0.150, 0.115, 0.209, 0.192, 0.192, 0.175, 0.188, 0.181], "homo_energy_ev": [-8.18, -8.18], "de_lowest_kcal_mol": 51.3, "energy_ev": -49744.524, "homo_lumo_gap_ha": [0.1874, 0.1874]}

***

4.
{"formula": "C8H20ClI2OP2Ti", "method": "ωB97M-V/def2-TZVPD", "species": ["I", "I", "Ti", "P", "C", "C", "H", "H", "H", "H", "H", "H", "C", "H", "H", "H", "P", "C", "C", "H", "H", "H", "C", "H", "H", "H", "H", "H", "H", "C", "O", "Cl", "C", "H", "H"], "positions_angstrom": [[-0.7386, -1.7664, -2.7276], [-0.2277, -3.9693, -0.9887], [0.0173, 0.0435, 0.0734], [2.3511, 0.3072, -0.9729], [2.6329, -1.1814, -2.0036], [3.0757, 1.7220, -1.8844], [4.1710, 1.7309, -1.7978], [4.6002, -0.3191, -0.2876], [2.6808, 2.6088, -1.3548], [3.7618, 0.7812, 0.9255], [2.0770, -1.1224, -2.9446], [2.8165, 1.7275, -2.9499], [3.6819, -0.0642, 0.2341], [3.6933, -1.4036, -2.1799], [3.3844, -0.9361, 0.8227], [2.1759, -2.0161, -1.4677], [-2.5226, 0.2903, 0.3735], [-3.2820, -1.2034, -0.3680], [-3.0432, -0.0863, 2.0920], [-3.0153, 2.5887, 0.2148], [-4.5161, 1.7017, 0.6001], [-3.9452, 1.7017, -1.0848], [-3.6209, 1.6983, -0.0372], [-2.7634, 0.7612, 2.7269], [-4.0962, -0.3509, 2.1138], [-4.2814, -1.4312, 0.0255], [-2.6099, -2.0334, -0.1419], [-2.4778, -0.9538, 2.4430], [-3.2897, -1.1438, -1.4606], [0.3631, -1.6117, 1.2998], [0.6307, -2.2373, 2.2489], [0.9380, 0.7213, 3.3722], [0.4666, 1.3830, 1.7223], [-0.4219, 2.0329, 1.9234], [1.3334, 2.0303, 1.4402]], "nbo_charge": [0.182, 0.266, 1.565, 0.771, -0.914, -0.910, 0.303, 0.299, 0.264, 0.269, 0.265, 0.290, -0.886, 0.301, 0.246, 0.237, 0.771, -0.914, -0.885, 0.264, 0.304, 0.290, -0.910, 0.269, 0.299, 0.301, 0.237, 0.246, 0.266, 0.358, -0.213, 0.102, -0.891, 0.279, 0.279], "homo_energy_ev": [-19.66, -19.66], "charge": 3, "de_lowest_kcal_mol": 2.6, "energy_ev": -81052.161, "homo_lumo_gap_ha": [0.2019, 0.2019]}

***

5.
{"formula": "C45H39N3O3Se2Te2Zr", "method": "ωB97M-V/def2-TZVPD", "species": ["Zr", "O", "C", "C", "C", "C", "C", "C", "C", "C", "C", "O", "C", "C", "C", "C", "C", "C", "C", "C", "C", "C", "C", "C", "N", "C", "C", "C", "C", "C", "C", "C", "C", "C", "C", "C", "C", "H", "H", "H", "H", "H", "H", "H", "H", "H", "H", "H", "H", "H", "H", "H", "H", "H", "H", "H", "H", "H", "H", "H", "H", "H", "H", "H", "O", "C", "C", "C", "C", "C", "C", "N", "H", "H", "H", "H", "H", "H", "H", "Se", "Te", "Te", "Se", "N", "C", "C", "C", "C", "C", "C", "H", "H", "H", "H", "H"], "positions_angstrom": [[1.2000, -0.4783, -0.8267], [1.0102, -1.0101, 1.0809], [0.8821, -1.3896, 2.3957], [1.2724, -0.1816, 3.3096], [0.3385, 0.9709, 3.1102], [-0.7019, 1.2230, 3.9994], [-1.5915, 2.2427, 3.7172], [-1.4447, 2.9548, 2.5398], [-0.3902, 2.6388, 1.6906], [-0.2403, 3.2605, 0.3382], [-0.7872, 2.2978, -0.7576], [-0.1115, 1.1090, -0.7422], [-0.6806, 2.9547, -2.1503], [-0.6089, 2.1039, -3.2522], [-0.5632, 2.6103, -4.5397], [-0.5894, 3.9842, -4.7550], [-0.6717, 4.8372, -3.6673], [-0.7241, 4.3248, -2.3747], [-2.2979, 2.0517, -0.5580], [-2.7912, 0.7747, -0.7882], [-4.1506, 0.5049, -0.6919], [-5.0389, 1.5160, -0.3551], [-4.5567, 2.8022, -0.1383], [-3.2002, 3.0679, -0.2491], [0.5037, 1.7007, 2.0046], [1.8128, -2.5798, 2.6668], [1.6625, -3.7031, 1.8581], [2.4835, -4.8063, 1.9991], [3.4829, -4.8087, 2.9647], [3.6435, -3.6992, 3.7764], [2.8129, -2.5926, 3.6291], [-0.5646, -1.7770, 2.7253], [-0.8660, -2.5329, 3.8544], [-2.1851, -2.8025, 4.1919], [-3.2183, -2.3211, 3.3983], [-2.9228, -1.5722, 2.2676], [-1.6035, -1.3008, 1.9352], [1.2313, -0.4995, 4.3534], [2.2922, 0.1044, 3.0472], [-0.8207, 0.6001, 4.8767], [-2.4103, 2.4610, 4.3923], [-2.1502, 3.7288, 2.2688], [-0.7562, 4.2210, 0.3099], [0.8142, 3.4320, 0.1093], [-0.5856, 1.0335, -3.0768], [-0.4970, 1.9292, -5.3798], [-0.5410, 4.3824, -5.7614], [-0.6915, 5.9105, -3.8181], [-0.7916, 5.0208, -1.5463], [-2.0948, -0.0077, -1.0582], [-4.5005, -0.5019, -0.8896], [-6.0997, 1.3099, -0.2729], [-5.2427, 3.6042, 0.1111], [-2.8550, 4.0862, -0.1055], [0.9070, -3.6927, 1.0840], [2.3635, -5.6515, 1.3334], [4.1471, -5.6583, 3.0641], [4.4352, -3.6766, 4.5157], [2.9841, -1.7312, 4.2609], [-0.0593, -2.9256, 4.4636], [-2.4081, -3.4010, 5.0679], [-4.2486, -2.5403, 3.6535], [-3.7176, -1.2009, 1.6335], [-1.3669, -0.7185, 1.0531], [2.8415, 1.0744, 0.6487], [3.6637, 1.9219, -0.1211], [3.6694, 1.5618, -1.5875], [4.8000, 1.7685, -2.3637], [4.7633, 1.4440, -3.7092], [3.5888, 0.9532, -4.2537], [2.5115, 0.7860, -3.4103], [2.5405, 1.0680, -2.1000], [2.0008, 1.4920, 0.9424], [4.6888, 1.8345, 0.2468], [3.3494, 2.9696, -0.0158], [5.7122, 2.1007, -1.8911], [5.6575, 1.5225, -4.3132], [3.5239, 0.6327, -5.2823], [1.5795, 0.3788, -3.7781], [2.9258, -2.4876, -2.7686], [4.9553, -2.4806, -4.1769], [5.9938, -1.0431, -0.5923], [3.6487, -1.8458, -0.4723], [-0.0290, -1.4816, -1.9194], [-1.1375, -2.2522, -1.9281], [-1.3573, -3.2940, -0.9860], [-2.5547, -3.9770, -0.9089], [-3.6067, -3.6923, -1.7796], [-3.4070, -2.7101, -2.7453], [-2.2121, -2.0165, -2.8296], [-0.5470, -3.5234, -0.3064], [-2.6795, -4.7428, -0.1496], [-4.5462, -4.2279, -1.7142], [-4.2028, -2.4772, -3.4472], [-2.0760, -1.2496, -3.5845]], "mulliken_charge": [-0.385, 0.586, 2.395, -1.620, -0.525, -0.447, -1.052, -0.353, -0.858, -0.941, 1.529, 1.730, -0.298, -0.300, -1.108, -0.664, -0.946, -0.292, -0.097, 0.345, -0.071, -0.770, -0.882, -0.582, -0.264, -0.934, 0.215, -0.615, -0.636, -0.837, -0.337, -0.077, -0.521, -0.925, -0.723, -0.697, 0.995, 0.781, 0.785, 0.378, 0.397, 0.417, 1.037, 0.388, 0.606, 0.439, 0.379, 0.411, 0.287, -0.552, 0.464, 0.384, 0.422, 0.449, 0.202, 0.429, 0.356, 0.390, 0.369, 0.432, 0.379, 0.378, 0.373, -0.497, -0.294, -0.486, 0.186, -0.483, -0.337, -1.064, -0.439, 0.846, 0.503, 0.382, 0.178, 0.522, 0.354, 0.441, 0.680, -0.106, -0.591, -0.544, -0.432, -0.358, -0.468, 0.371, -0.321, -0.598, -0.652, -0.141, 0.145, 0.368, 0.346, 0.354, 0.313], "homo_energy_ev": -0.56, "charge": -2, "de_lowest_kcal_mol": 0.0, "energy_ev": -204477.394, "homo_lumo_gap_ha": 0.1662}

***

6.
{"formula": "C24H26N4SiV", "method": "ωB97M-V/def2-TZVPD", "species": ["C", "C", "C", "H", "C", "C", "H", "H", "H", "H", "V", "C", "H", "H", "H", "Si", "C", "C", "H", "C", "H", "C", "H", "C", "H", "C", "H", "C", "C", "H", "C", "H", "C", "H", "C", "H", "C", "H", "H", "H", "N", "C", "C", "N", "C", "C", "N", "C", "C", "N", "H", "H", "H", "H", "H", "H"], "positions_angstrom": [[1.1042, 0.0243, -0.2443], [0.0517, 0.4936, -1.0933], [-0.9525, 1.1006, -0.2896], [0.0807, 0.5147, -2.1963], [-0.5265, 1.0162, 1.0743], [0.7615, 0.3728, 1.1021], [1.3864, 0.2905, 1.9826], [2.0436, -0.4189, -0.5718], [-1.8087, 1.6615, -0.6639], [-1.0133, 1.5082, 1.9014], [-0.7060, -1.0616, 0.4044], [-2.0536, -1.7447, -0.6521], [-2.9521, -1.1540, -0.4567], [-2.2235, -2.7526, -0.2431], [-1.8376, -1.8330, -1.7252], [-0.3489, -0.6123, -4.5699], [1.5143, -0.6539, -4.3377], [2.4048, 0.4335, -4.3024], [2.0231, 1.4597, -4.2734], [3.7907, 0.2053, -4.2935], [4.4754, 1.0533, -4.2717], [4.3084, -1.0959, -4.3321], [5.3752, -1.2640, -4.4591], [3.4283, -2.1776, -4.1916], [3.8240, -3.1927, -4.1262], [2.0452, -1.9492, -4.1511], [1.3554, -2.7797, -3.9641], [-1.2487, 0.9744, -4.8896], [-1.0443, 1.7374, -6.0591], [-0.0565, 1.7429, -6.5366], [-2.1222, 2.4544, -6.6095], [-2.0241, 2.9550, -7.5792], [-3.3472, 2.5187, -5.9324], [-4.2118, 2.9995, -6.3914], [-3.4525, 1.9750, -4.6468], [-4.3648, 2.1286, -4.0681], [-2.4040, 1.2067, -4.1216], [-2.4762, 0.7253, -3.1407], [-0.8890, -1.2432, -3.3373], [-0.7545, -1.3926, -5.6875], [-0.7915, -2.5658, 4.0513], [-1.5714, -1.4835, 4.4764], [-1.8961, -0.7658, 3.3595], [-1.3047, -1.3825, 2.2563], [-0.6536, -2.4866, 2.6970], [0.2229, -3.1940, 1.8110], [0.4821, -2.6544, 0.6032], [1.4243, -3.4528, -0.0257], [1.6939, -4.5122, 0.7854], [0.9526, -4.3291, 1.9507], [-0.3431, -3.2664, 4.6374], [-1.7737, -1.2862, 5.5170], [-2.5095, 0.1110, 3.2321], [1.7414, -3.1928, -1.0201], [2.2948, -5.3872, 0.6519], [0.8665, -4.9550, 2.7462]], "lowdin_spin": [0.009, 0.027, 0.030, 0.003, 0.007, 0.029, 0.004, 0.002, 0.003, 0.003, 1.971, 0.030, 0.018, 0.008, 0.010, 0.000, 0.000, 0.000, 0.000, 0.000, 0.000, 0.000, 0.000, 0.000, 0.000, 0.000, 0.000, 0.000, 0.000, 0.000, 0.000, 0.000, 0.000, 0.000, 0.000, 0.000, 0.000, 0.000, 0.001, 0.000, 0.109, 0.005, 0.028, 0.113, 0.177, 0.137, 0.121, 0.020, 0.027, 0.095, 0.004, 0.000, 0.002, 0.001, 0.002, 0.003], "homo_energy_ev": [-4.85, -8.03], "de_lowest_kcal_mol": 0.0, "multiplicity": 4, "energy_ev": -64832.611, "homo_lumo_gap_ha": [0.1943, 0.3104]}